(1)
A molecular structure, C17H15BrNO6SSc. Source: the OMol25 dataset; level of theory: ωB97M-V/def2-TZVPD.

Output
Maximum force   0.11 eV/Å
Relative energy (zero: lowest compared OMol25 entry of this formula, charge and spin)   0.0 kJ/mol
Charge   0
E_HOMO   -8.80 eV
Gap between HOMO and LUMO   8.0777 eV
Multiplicity   1

Element x y z (Å)
Sc1 0.548 -0.656 -0.672
C1 -0.273 -2.937 2.662
C2 -0.975 -2.066 1.637
C3 -2.333 -1.584 2.113
O1 -0.125 -0.912 1.348
C4 -1.141 -2.841 0.310
O2 -1.811 -3.842 0.293
O3 -0.517 -2.315 -0.718
H1 -0.179 -2.401 3.607
H2 0.722 -3.212 2.311
H3 -0.851 -3.846 2.816
H4 -2.236 -1.026 3.046
H5 -2.972 -2.449 2.277
H6 -2.805 -0.941 1.367
H7 -0.407 -0.110 1.843
O4 -1.099 1.565 1.814
C5 -0.950 1.883 0.646
N1 0.136 1.526 -0.116
S1 -0.049 1.961 -1.662
O5 -0.034 0.637 -2.345
O6 0.861 2.922 -2.183
C6 -1.665 2.637 -1.509
C7 -2.481 3.212 -2.460
C8 -3.684 3.743 -2.012
C9 -4.031 3.702 -0.663
C10 -3.187 3.127 0.279
C11 -1.991 2.597 -0.165
H8 -2.200 3.248 -3.503
H9 -4.362 4.199 -2.721
H10 -4.974 4.128 -0.347
H11 -3.443 3.087 1.329
Br1 7.365 -1.487 -0.842
C12 5.478 -1.298 -0.807
C13 4.786 -1.612 0.351
C14 3.405 -1.463 0.365
C15 2.689 -1.010 -0.749
C16 3.437 -0.709 -1.895
C17 4.819 -0.844 -1.936
H12 5.319 -1.964 1.224
H13 2.885 -1.708 1.287
H14 2.945 -0.345 -2.793
H15 5.378 -0.600 -2.830



(2)
A single C17H15ClN4O3S molecule. Source: the OMol25 dataset; level of theory: ωB97M-V/def2-TZVPD.

Output
Maximum force   2.06 eV/Å
Relative energy (zero: lowest compared OMol25 entry of this formula, charge and spin)   8.8 kJ/mol
SMILES string   C/C(=N\N=C1\NC(=O)[C@H](CC(=O)Nc2ccc(Cl)cc2)S1)c1ccco1
Charge   0
E_HOMO   -8.46 eV
Gap between HOMO and LUMO   8.8890 eV
Multiplicity   1

Element x y z (Å)
C1 1.133 3.988 -0.363
C2 1.862 2.893 -1.090
N1 2.491 1.936 -0.528
N2 2.715 1.798 0.754
C3 2.044 1.150 1.595
N3 2.492 0.919 2.878
C4 1.744 0.172 3.732
O1 2.048 -0.078 4.869
C5 0.480 -0.343 3.050
C6 0.503 -1.875 3.015
C7 -0.836 -2.424 2.524
O2 -1.697 -2.793 3.287
N4 -0.935 -2.423 1.167
C8 -2.026 -2.785 0.372
C9 -1.938 -2.539 -0.998
C10 -2.975 -2.883 -1.842
C11 -4.111 -3.479 -1.316
Cl1 -5.412 -3.913 -2.370
C12 -4.212 -3.728 0.043
C13 -3.173 -3.384 0.887
S1 0.429 0.400 1.387
C14 1.841 2.923 -2.534
C15 1.236 3.807 -3.400
C16 1.537 3.353 -4.700
C17 2.297 2.232 -4.536
O3 2.484 1.966 -3.240
H1 0.065 3.919 -0.562
H2 1.484 4.961 -0.700
H3 1.300 3.902 0.708
H4 3.381 1.303 3.168
H5 -0.400 -0.006 3.605
H6 1.323 -2.222 2.383
H7 0.662 -2.226 4.036
H8 -0.163 -2.023 0.649
H9 -1.053 -2.070 -1.403
H10 -2.904 -2.690 -2.901
H11 -5.100 -4.191 0.442
H12 -3.248 -3.573 1.944
H13 0.653 4.666 -3.141
H14 1.232 3.797 -5.625
H15 2.747 1.566 -5.245